{"formula": "C4H6O2", "method": "ωB97M-V/def2-TZVPD", "lumo_energy_ev": 1.0618, "smiles": "O=COC1CC1", "multiplicity": 1, "total_energy_ha": -306.41524, "e_above_lowest_kcal_mol": 57.14, "species": ["O", "C", "O", "C", "C", "C", "H", "H", "H", "H", "H", "H"], "positions_angstrom": [[1.387019, 1.487953, -0.163947], [1.887170, 0.379937, -0.208124], [1.269660, -0.786959, -0.059134], [-0.261681, -0.848383, 0.364532], [-1.290008, -0.331317, -0.609442], [-0.899890, 0.456492, 0.627460], [2.976430, 0.345360, -0.396517], [-0.322148, -1.787167, 0.909258], [-0.902666, 0.055126, -1.549952], [-2.250732, -0.845071, -0.731141], [-0.051190, 1.157901, 0.341380], [-1.541964, 0.716123, 1.475630]], "atomic_forces_ev_per_a": [[1.16, -0.09, -0.45], [-0.32, 0.57, 0.00], [-1.36, 0.22, 0.37], [1.60, -0.03, -0.62], [0.35, -0.09, -0.03], [0.70, 0.64, -0.19], [-0.29, -0.89, 0.07], [-0.15, 0.35, -0.15], [-0.07, -0.02, 0.14], [0.50, 0.06, 0.40], [-2.32, -0.20, 0.84], [0.20, -0.52, -0.38]]}

=====

{"formula": "C4H6O2", "method": "ωB97M-V/def2-TZVPD", "lumo_energy_ev": 0.4981, "multiplicity": 1, "total_energy_ha": -306.34560, "e_above_lowest_kcal_mol": 100.84, "species": ["O", "C", "C", "C", "C", "O", "H", "H", "H", "H", "H", "H"], "positions_angstrom": [[-0.428781, -1.548718, 0.595449], [0.588216, -0.593544, 0.471158], [0.737529, 0.020778, -0.928917], [0.174890, 0.795169, 0.550590], [-1.241634, 1.114194, 0.483785], [-1.837231, 1.616549, -0.453617], [-0.037843, -2.427463, 0.509478], [1.518594, -0.899774, 0.956541], [1.754740, 0.145557, -1.297434], [-0.008466, -0.338567, -1.633515], [0.517674, 1.184623, -0.714234], [-1.737687, 0.931194, 1.460714]], "atomic_forces_ev_per_a": [[0.03, -0.25, -0.02], [0.25, 0.19, 0.02], [0.08, -0.21, -0.25], [-0.17, -0.01, 0.17], [-0.04, 0.10, -0.19], [0.18, -0.17, 0.31], [-0.11, 0.13, 0.00], [-0.17, 0.07, -0.08], [-0.17, -0.01, 0.09], [0.09, 0.04, 0.11], [0.02, 0.07, -0.06], [0.02, 0.04, -0.11]]}

=====

{"formula": "C4H6O2", "method": "ωB97M-V/def2-TZVPD", "lumo_energy_ev": 0.8017, "smiles": "OC1=COCC1", "multiplicity": 1, "total_energy_ha": -306.44997, "e_above_lowest_kcal_mol": 35.34, "species": ["O", "C", "C", "O", "C", "C", "H", "H", "H", "H", "H", "H"], "positions_angstrom": [[-1.601260, 1.513223, 0.134549], [-0.739853, 0.460309, 0.167830], [-0.954332, -0.844577, 0.330058], [0.196278, -1.602137, 0.235245], [1.177978, -0.717854, -0.326675], [0.742243, 0.699349, 0.058193], [-2.498439, 1.171203, 0.037552], [-1.860081, -1.392608, 0.558755], [2.157045, -1.021517, 0.046604], [1.153452, -0.824635, -1.421262], [1.154626, 1.021250, 1.024662], [1.003712, 1.447125, -0.694816]], "atomic_forces_ev_per_a": [[-0.18, -0.07, 0.07], [0.19, -0.32, 0.00], [-0.20, 0.18, -0.05], [0.00, -0.05, 0.08], [0.24, 0.10, -0.08], [0.02, 0.03, -0.04], [0.06, 0.12, 0.08], [0.09, 0.10, -0.12], [-0.12, 0.08, -0.03], [-0.01, -0.03, 0.16], [-0.07, -0.02, -0.14], [-0.02, -0.13, 0.05]]}